Entry 1:
Molecular formula: C3H3NO2
Method: DFT, wB97M-V/def2-TZVPD

Results
HOMO energy (alpha / beta) in eV: -8.85 / -8.06
Energy relative to the best compared isomer or geometry (same formula, charge and spin) in eV: 5.943
Gap between HOMO and LUMO (alpha / beta) in eV: 8.23 / 7.76

```
9
Properties=species:S:1:pos:R:3:forces:R:3:nbo_charge:R:1
C 0.331 0.544 -0.206 -0.7 0.4 -0.7 0.19
C -1.876 -1.152 -0.732 1.1 -0.2 0.5 0.32
C 2.549 -0.453 0.258 2.8 -0.6 0.2 0.46
N 1.469 0.255 0.071 -2.9 1.9 -0.3 -0.43
O -1.837 -1.764 0.260 0.7 -0.9 0.9 -0.45
O 3.592 -0.293 -0.362 -0.6 -0.4 0.1 -0.54
H -0.344 1.452 -0.130 1.2 -0.9 0.3 0.20
H -2.842 -0.810 -0.993 -1.7 1.1 -1.3 0.12
H 2.456 -1.098 1.128 0.1 -0.4 0.2 0.13
```
Positions in Å, forces in eV/Å.

=====

Entry 2:
Molecular formula: CH4NOPS
Method: DFT, wB97M-V/def2-TZVPD

Results
HOMO energy (alpha / beta) in eV: -9.02 / -9.25
Energy relative to the best compared isomer or geometry (same formula, charge and spin) in eV: 2.194
Gap between HOMO and LUMO (alpha / beta) in eV: 7.59 / 7.75

```
9
Properties=species:S:1:pos:R:3:forces:R:3:nbo_charge:R:1
C 0.922 1.182 0.108 0.2 -3.4 -0.6 -0.56
N -1.088 -0.522 -0.393 1.9 -0.4 0.8 -1.01
O 1.167 -2.053 -0.167 -0.6 3.2 0.3 -1.01
P 0.566 -0.734 0.307 0.1 -0.4 -2.8 1.72
S -2.272 0.385 0.232 -0.7 0.2 0.4 0.18
H -0.037 1.506 0.460 -0.1 0.9 0.3 0.18
H 1.382 1.610 -0.776 0.0 0.1 0.2 0.20
H -1.050 -0.607 -1.392 -0.2 -0.3 -0.6 0.40
H 0.409 -0.767 1.623 -0.7 0.1 1.9 -0.10
```
Positions in Å, forces in eV/Å.

=====

Entry 3:
Molecular formula: C7H24N4O5Y
Method: DFT, wB97M-V/def2-TZVPD

Results
HOMO energy in eV: -8.91
Charge: +1
Energy relative to the best compared isomer or geometry (same formula, charge and spin) in eV: 0.000
Gap between HOMO and LUMO in eV: 4.13

```
41
Properties=species:S:1:pos:R:3:forces:R:3:nbo_charge:R:1
O 0.813 2.296 0.095 -6.2 -3.8 3.2 -1.20
H 1.830 2.473 -1.030 1.4 0.5 -0.9 0.26
Y -1.158 -0.027 0.432 3.1 1.8 1.8 2.09
N -0.851 -0.190 -1.936 -0.2 -1.2 -3.3 -0.16
N 0.078 -1.880 -0.463 1.1 -2.4 -2.1 -0.23
O -1.721 0.602 -2.709 1.2 -0.9 0.8 -0.51
O 0.350 -2.966 0.418 1.0 0.5 -1.5 -0.57
C -0.129 -1.090 -2.613 -2.2 3.7 0.2 0.21
C 0.457 -2.056 -1.737 -0.2 -0.5 4.3 0.27
C -0.024 -1.149 -4.098 -0.1 -0.1 -0.3 -0.69
C 1.298 -3.206 -2.169 0.2 -0.2 -0.7 -0.74
H -0.633 -0.368 -4.565 0.2 -0.2 0.2 0.28
H -0.359 -2.128 -4.475 0.1 0.3 0.1 0.25
H 1.020 -1.024 -4.424 -0.2 0.0 0.2 0.26
H 2.255 -3.255 -1.624 -0.3 0.1 0.0 0.27
H 1.554 -3.098 -3.232 -0.1 -0.1 0.3 0.28
H 0.782 -4.176 -2.070 0.0 0.3 0.0 0.26
H -2.366 0.917 -2.021 0.6 -0.1 -0.1 0.52
H 0.930 -3.566 -0.108 -0.5 0.1 0.9 0.49
O -1.721 -1.929 1.697 -0.1 -0.9 0.0 -0.99
H -2.585 -2.284 1.965 0.4 0.1 -0.1 0.52
H -1.116 -2.687 1.475 -0.7 0.6 0.3 0.54
C 2.367 3.346 -0.664 3.2 1.8 -2.0 -0.84
H 1.723 4.217 -0.759 0.0 0.1 -0.1 0.19
H 3.260 3.539 -1.274 0.3 0.4 0.0 0.16
H 2.658 3.270 0.377 0.3 -0.2 -0.1 0.19
O -2.789 0.852 -0.188 -2.9 0.9 -0.9 -1.23
H 0.147 2.988 -0.022 0.0 -0.2 0.1 0.45
H -3.680 1.227 -0.235 0.5 -0.1 0.1 0.51
N 0.811 0.237 1.990 0.1 -0.5 0.1 -0.95
C 0.506 0.491 3.425 0.4 -0.4 -0.5 -0.23
C -0.570 1.545 3.545 -0.6 0.1 -0.4 -0.23
N -1.672 1.248 2.562 -0.3 0.2 0.3 -0.89
H 1.506 -0.506 1.889 -0.1 0.4 0.2 0.38
H 1.160 1.092 1.510 -0.3 0.0 0.0 0.47
H 0.150 -0.447 3.865 0.1 0.1 0.0 0.19
H 1.410 0.812 3.961 -0.3 -0.1 0.0 0.21
H -0.977 1.560 4.565 0.2 0.1 -0.2 0.21
H -0.160 2.534 3.317 -0.1 -0.2 -0.1 0.23
H -2.385 0.674 3.016 0.2 0.2 0.1 0.37
H -2.169 2.110 2.314 0.4 -0.3 0.0 0.41
```
Positions in Å, forces in eV/Å.

=====

Entry 4:
Molecular formula: C13H30CuN2O7
Method: DFT, wB97M-V/def2-TZVPD

Results
HOMO energy in eV: -2.21
Charge: -1
Energy relative to the best compared isomer or geometry (same formula, charge and spin) in eV: 5.071
Gap between HOMO and LUMO in eV: 2.99

```
53
Properties=species:S:1:pos:R:3:forces:R:3:nbo_charge:R:1
Cu 2.754 -1.302 0.756 0.4 0.0 0.0 -0.06
C 7.236 -0.205 0.091 1.4 1.5 0.2 0.88
O 6.544 0.578 -0.518 -3.4 3.0 -2.8 -0.59
O 8.375 0.178 0.340 3.3 0.0 1.1 -0.63
O 6.763 -1.258 0.442 -1.7 -4.6 1.6 -0.59
C -3.506 -2.053 -0.555 1.8 1.4 -0.5 -0.24
O -2.607 -2.622 -1.515 -0.2 -0.5 -0.7 -0.57
C -1.572 -1.778 -2.082 -0.2 -0.6 -0.2 -0.06
C -0.746 -2.505 -3.170 0.0 -0.8 1.7 -0.24
N -0.054 -3.658 -2.499 0.4 1.4 -1.1 -0.61
C 1.020 -4.198 -3.330 0.3 -0.4 -0.1 -0.25
C 0.434 -5.152 -4.328 0.2 -1.3 0.6 -0.08
O 0.111 -6.301 -3.509 -1.1 -1.0 -0.3 -0.56
C -0.754 -7.263 -4.148 0.4 1.4 -1.2 -0.25
H -2.866 -1.654 0.232 -0.2 -0.1 0.6 0.17
H -4.272 -2.708 -0.140 0.4 -0.5 -0.5 0.19
H -3.979 -1.164 -0.973 -0.4 0.0 -0.2 0.16
H -0.816 -1.514 -1.342 -0.2 0.1 0.4 0.19
H -1.966 -0.859 -2.517 -0.4 0.1 0.1 0.16
H 0.011 -1.794 -3.499 0.2 0.0 0.2 0.20
H -1.281 -2.762 -4.084 -0.5 -0.2 0.1 0.16
H -0.679 -4.440 -2.367 -0.4 0.1 0.3 0.37
H 1.704 -4.782 -2.715 0.0 0.0 0.2 0.22
H 1.673 -3.496 -3.849 -0.4 0.7 0.2 0.20
H 1.142 -5.496 -5.081 0.1 0.2 -0.3 0.17
H -0.454 -4.711 -4.781 -0.2 -0.2 -0.2 0.16
H -0.437 -7.387 -5.184 0.7 -0.6 -0.1 0.16
H -1.731 -6.835 -4.374 -0.5 0.1 0.8 0.16
H -0.835 -8.234 -3.661 0.3 0.4 0.4 0.20
C -0.635 -0.085 3.466 0.2 -0.5 0.1 -0.25
O -0.011 1.127 3.055 -0.1 0.0 0.3 -0.53
C -0.002 2.120 4.052 0.5 1.3 1.2 -0.06
C 1.093 3.240 3.939 -0.8 -2.0 -1.6 -0.23
N 0.908 4.066 2.746 0.7 -1.4 0.2 -0.62
C -0.177 4.970 2.905 -0.7 0.8 -0.8 -0.23
C -0.534 5.798 1.670 -0.1 1.1 0.1 -0.05
O -1.512 6.746 2.121 -0.1 -0.4 -0.1 -0.55
C -1.977 7.690 1.191 -0.1 1.5 1.2 -0.26
H -1.468 0.002 4.165 -0.4 0.7 -0.2 0.16
H 0.017 -0.777 3.998 0.7 0.2 0.0 0.17
H -0.968 -0.653 2.597 0.0 0.4 -0.2 0.19
H 0.273 1.752 5.040 -0.3 -0.8 0.2 0.16
H -0.976 2.597 4.165 -0.4 -0.2 -0.2 0.15
H 1.972 2.598 3.885 0.5 0.6 -0.4 0.22
H 1.162 3.797 4.874 -0.3 0.2 0.3 0.16
H 1.800 4.481 2.517 -0.2 0.4 -0.2 0.37
H 0.032 5.654 3.727 -0.4 0.4 0.3 0.16
H -1.131 4.464 3.055 0.3 -0.4 0.7 0.20
H -1.003 5.259 0.846 0.4 -0.5 0.0 0.17
H 0.342 6.339 1.314 0.2 0.1 -0.3 0.16
H -1.249 8.484 1.022 0.7 -0.4 -0.7 0.16
H -2.687 8.311 1.737 -0.6 -0.4 0.2 0.19
H -2.485 7.393 0.274 0.4 -0.7 -0.1 0.17
```
Positions in Å, forces in eV/Å.